The following is a quantum chemistry calculation of C35H46Cl2IrN3P as an isolated structure in a non-equilibrium geometry, from the Open Molecules 2025 dataset.

Summary:
orbital gap (alpha / beta)	3.32 / 6.08	eV
total charge	-1
HOMO level (alpha / beta)	-1.191 / -5.212	eV
spin multiplicity	5
strongest force on any atom	3.20	eV/A
E_LUMO (alpha / beta)	2.13 / 0.87	eV

```
88
Properties=species:S:1:pos:R:3:forces:R:3:mulliken_spin:R:1
P -0.71422 0.45182 -1.27938 -0.2563 0.7118 -1.3991 -0.09
C -0.29390 -0.62850 -2.75976 -0.5062 0.0838 0.5645 0.00
C -1.25556 -0.54751 -3.95361 -0.0296 0.1240 -0.0847 0.00
C -0.91808 -1.62155 -4.99342 0.0603 -0.1858 0.0529 0.00
C 0.56508 -1.65252 -5.39528 -0.0209 0.1118 -0.0689 0.00
C 1.52360 -1.56785 -4.20293 -0.1118 -0.0132 0.0745 0.01
C 1.14044 -0.43743 -3.24319 0.2699 -0.0320 -0.1369 0.05
C -0.25771 2.21601 -1.73543 -0.3127 -0.4860 0.1592 -0.04
C -0.79068 2.70881 -3.08207 -0.0730 0.0426 -0.1186 0.00
C -0.52932 4.21277 -3.23965 0.0008 0.0507 0.1316 0.00
C 0.93749 4.60306 -3.00049 0.0743 -0.0565 -0.0464 0.00
C 1.53186 3.97508 -1.73377 -0.1363 -0.0458 0.0311 0.00
C 1.24055 2.47508 -1.65968 0.3007 0.0164 0.1786 0.08
C -2.57954 0.50928 -1.25501 0.2797 0.0910 -0.4849 0.03
C -3.18472 -0.87600 -1.00670 -0.0841 -0.1311 0.1063 0.02
C -4.71456 -0.82657 -1.08904 0.0929 0.1468 -0.0535 -0.01
C -5.32753 0.23626 -0.17024 0.0831 -0.0439 0.1044 0.00
C -4.66980 1.60985 -0.34010 0.1057 -0.1179 -0.1807 -0.01
C -3.13928 1.54645 -0.27645 -0.0113 0.0136 0.2648 0.04
H -0.37469 -1.63382 -2.31028 0.0452 0.1839 -0.1818 0.00
H -1.18104 0.44702 -4.41702 -0.0255 -0.2544 0.0555 0.00
H -2.30146 -0.66960 -3.64188 0.2492 -0.0077 -0.0759 0.00
H -1.53649 -1.46193 -5.88505 0.0693 -0.0943 0.0847 0.00
H -1.19667 -2.60448 -4.58792 0.0334 0.1310 0.0025 0.00
H 0.76602 -2.57117 -5.95815 -0.0267 0.1306 -0.0216 0.00
H 0.76914 -0.81620 -6.07818 -0.0174 -0.0329 0.1026 0.00
H 1.50880 -2.51839 -3.65126 0.0112 0.1201 -0.0439 0.00
H 2.55025 -1.41316 -4.55624 -0.1272 -0.0912 0.0167 0.00
H 1.84347 -0.40873 -2.40038 -0.1927 0.0730 -0.2738 -0.04
H 1.22560 0.52430 -3.77176 -0.0276 -0.2172 0.0563 0.00
H -0.72942 2.79199 -0.92254 0.1328 -0.0776 -0.1998 0.00
H -1.16238 4.75539 -2.52395 0.0425 -0.0752 -0.0665 0.00
H -1.86655 2.50904 -3.19609 0.2269 0.0719 0.0201 0.00
H -0.28048 2.16958 -3.89484 -0.0672 0.1544 0.1876 0.00
H -0.83680 4.52802 -4.24409 0.0114 0.0393 0.1392 0.00
H 1.01777 5.69446 -2.93873 0.0027 -0.0983 -0.0963 0.00
H 1.53854 4.29170 -3.86612 -0.0704 -0.0155 0.0768 0.00
H 2.61723 4.13715 -1.69887 -0.1937 0.0356 -0.0065 0.00
H 1.10553 4.45956 -0.84311 0.0438 -0.0645 -0.1110 0.00
H 1.64228 2.06115 -0.73264 -0.0891 0.1587 -0.2695 -0.09
H 1.75794 1.96271 -2.48164 -0.0742 0.1544 0.1671 0.01
H -2.86282 0.83043 -2.27219 -0.0009 -0.0756 0.1687 0.00
H -2.81181 -1.61341 -1.73286 -0.0045 0.1952 0.1882 0.01
H -2.85679 -1.24507 -0.02540 -0.1496 0.1153 -0.1360 0.01
H -4.99467 -0.59779 -2.12719 -0.0189 -0.0528 0.0567 0.00
H -5.12092 -1.81707 -0.85329 -0.0071 0.1497 -0.0514 0.00
H -5.22316 -0.08504 0.87399 0.0214 0.0166 -0.0888 0.00
H -6.40081 0.31789 -0.37507 0.0693 -0.0279 0.0995 0.00
H -5.03211 2.30299 0.42818 -0.0020 -0.0863 -0.1317 0.00
H -4.95966 2.02549 -1.31518 -0.0181 -0.0077 0.0643 0.00
H -2.73319 2.54642 -0.48392 -0.0719 -0.2465 0.0357 0.01
H -2.81000 1.29334 0.73920 -0.1354 0.0277 -0.1534 -0.01
Ir 0.11316 -0.30666 0.65562 -1.4379 0.1117 1.1379 1.38
Cl -0.37526 1.76850 1.60623 -0.3203 0.3678 0.4955 0.16
Cl -0.43171 -2.50075 0.12505 -0.6934 -0.9150 -0.0178 0.20
C 1.91270 -0.49092 -0.06652 3.0892 -0.3704 -0.7586 0.74
H 2.05229 -1.42852 -0.64053 0.0543 0.4154 0.4296 -0.01
C 3.12815 0.20497 0.24633 -0.5747 -0.2752 -0.2897 0.04
C 3.11710 1.44418 0.95181 0.4294 -0.0118 0.0211 0.25
C 4.30931 2.08149 1.27709 -0.1636 -0.1690 -0.1031 -0.10
C 5.53404 1.50145 0.93179 0.1376 -0.0885 -0.1058 0.22
C 5.56036 0.28720 0.22089 0.0322 0.0850 0.0191 -0.11
C 4.38691 -0.35168 -0.13742 -0.2365 0.4508 0.2169 0.23
H 2.15851 1.87576 1.25347 0.3832 -0.1532 -0.0654 0.00
H 4.27988 3.03760 1.80558 0.0455 -0.3105 -0.1103 0.00
H 6.51729 -0.15908 -0.05437 -0.1999 0.1455 0.0812 0.00
H 4.38494 -1.28472 -0.70378 0.1020 0.2162 0.1988 0.01
H 6.47075 1.98963 1.20733 -0.2702 -0.1394 -0.0926 0.02
N -0.62922 -5.56752 10.17555 0.0240 0.8254 -1.0566 0.13
C -0.52260 -4.89975 9.21793 0.0677 -0.3898 0.1683 -0.02
C -0.33153 -4.10732 8.03049 -0.3412 -1.1920 1.7416 0.23
C -0.83853 -4.52607 6.79257 -0.2391 0.4828 -2.0069 -0.01
C -0.59765 -3.77095 5.63332 -0.6605 -1.4906 1.1498 0.08
C 0.22844 -2.64122 5.72301 0.3962 0.5815 -0.9153 0.22
C 0.70389 -2.19690 6.95962 0.1023 -0.3842 1.8421 0.04
C 0.41123 -2.91953 8.11534 0.9463 1.5825 -0.9110 0.05
N 0.65096 -1.96403 4.56172 0.0680 0.1463 -0.3254 -0.06
C 1.80526 -1.18254 4.46878 -0.4031 -0.2411 -0.2113 0.09
C 1.82090 -0.63442 3.22705 -1.1943 -0.2036 -0.1785 -0.03
N 0.66400 -1.03056 2.56508 1.3503 0.0853 -0.2911 0.02
C 0.01360 -1.88719 3.35193 0.5324 0.4207 1.0377 0.10
H -1.41519 -5.44995 6.74201 0.0741 0.2867 -0.0775 0.01
H -0.99916 -4.07771 4.66747 0.1040 -0.0939 0.3052 0.05
H 1.29734 -1.28289 7.02699 -0.2464 -0.2599 0.0376 0.03
H 0.77162 -2.56992 9.08339 -0.1030 -0.0722 -0.2731 0.01
H 2.53217 -1.09735 5.25115 -0.0563 -0.1589 0.1587 0.01
H 2.56431 -0.00343 2.76652 -0.2089 -0.0343 0.1060 -0.02
H -0.88305 -2.43845 3.12215 0.0462 0.2378 -0.0654 0.04
```
Forces are in eV/Å.